The following is a DFT calculation (ωB97M-V/def2-TZVPD) of a 2-piece molecular cluster, C4H10NS overall.

Structure (XYZ):
```
16
Properties=species:S:1:pos:R:3:mulliken_charge:R:1
C -0.052 -1.720 0.708 -0.013
H -0.161 -0.516 -2.251 0.327
H -1.596 1.109 -0.259 0.423
H -0.546 -3.692 1.223 0.296
H -0.458 1.194 0.893 0.220
N -1.024 0.503 0.369 -0.237
H 1.258 2.681 -0.883 0.170
H 0.863 0.594 -1.593 0.186
C 0.482 -0.416 -1.408 -0.972
H 1.290 -1.103 -1.365 0.346
S 0.659 3.249 0.176 -0.343
H 0.820 -2.918 2.255 0.269
H 0.301 4.285 -0.484 0.210
C -0.141 -0.544 -0.066 0.393
C -0.026 -2.829 1.542 -0.682
H -1.668 0.123 1.144 0.407
```

Calculated values
**HOMO**: -0.507 Ha
**Net charge**: +1
**E**: -16625.9982 eV
**ΔE to the lowest compared entry with this formula, charge and spin**: 286.35 kJ/mol